1.
A structure of composition C42H58GaGeNO2Si. Source: the Open Molecules 2025 dataset; level of theory: wB97M-V/def2-TZVPD.

```
106
Properties=species:S:1:pos:R:3:forces:R:3:mulliken_charge:R:1
Ga 17.5434 10.4675 10.5665 -0.46 0.49 -0.20 0.494
C 15.6517 10.9441 13.0818 -0.24 -1.33 1.15 -1.759
N 16.8165 10.0868 12.7457 0.06 0.22 0.69 0.736
C 17.8669 10.3747 13.7355 1.00 0.38 -0.39 -0.897
C 16.4510 8.6304 12.7952 0.15 0.70 -0.71 -1.282
C 16.0506 8.1523 11.3838 1.05 0.00 0.74 -0.161
C 15.5945 6.8692 11.1721 -0.51 -0.81 1.89 -0.719
C 15.3410 6.4017 9.9184 0.12 0.41 -0.50 -0.959
C 15.6091 7.2046 8.8184 -0.42 -0.59 -0.15 -0.762
C 16.1321 8.4567 9.0102 -0.16 0.41 -0.40 -0.139
C 16.3785 8.9289 10.2891 0.07 0.48 0.19 2.151
H 15.2998 10.7738 14.1382 0.68 0.21 -0.65 0.358
H 14.8164 10.6808 12.4852 -0.68 -0.34 -0.83 0.619
H 15.8429 11.9653 12.8716 0.36 0.85 0.05 0.476
H 17.6264 10.0969 14.7793 -0.17 0.00 -0.48 0.384
H 18.0858 11.4619 13.7012 -0.16 -0.59 0.14 0.182
H 18.7919 9.8556 13.4136 -0.52 0.15 0.39 0.161
H 15.6522 8.4961 13.5267 -0.15 -0.06 -0.03 0.602
H 17.3299 8.0989 13.1948 -0.24 -0.02 -0.41 0.437
H 15.4325 6.1840 12.0298 -0.01 0.55 -0.48 0.361
H 14.9216 5.4349 9.8204 -0.22 -0.86 -0.31 0.436
H 15.4074 6.8108 7.8395 -0.05 0.03 -0.39 0.551
H 16.3338 9.1149 8.1636 0.06 -0.31 0.05 0.128
C 18.4865 10.7403 7.2193 0.66 -0.45 -0.81 -1.014
C 19.7440 11.2514 7.9388 -0.84 -0.81 1.10 2.854
C 19.5250 12.7348 8.2028 -0.48 0.73 0.40 -1.701
C 20.9784 10.9948 7.0927 0.55 0.83 -0.10 -1.621
Si 19.8871 10.3557 9.6887 -1.21 0.25 0.24 -3.988
C 20.3753 8.4625 9.6134 -0.14 0.22 -0.27 2.568
C 20.0645 7.6378 10.8723 0.29 -0.54 -0.73 -1.583
C 21.8827 8.4107 9.4299 0.67 0.17 0.70 -1.650
C 19.6692 7.7846 8.3851 0.17 -0.20 0.73 -1.498
C 20.9636 11.4485 10.8262 0.40 -0.65 0.21 3.235
C 22.2435 11.8902 10.1073 0.35 1.07 -0.33 -1.895
C 21.3718 10.6861 12.0848 1.11 0.20 0.62 -1.599
C 20.1883 12.6481 11.3610 -0.53 1.20 -0.74 -1.469
H 18.4269 11.2835 6.2660 -0.21 0.01 0.04 0.661
H 17.5860 10.9423 7.7896 -0.15 -0.03 0.00 -0.474
H 18.5723 9.6667 6.9440 -0.31 0.69 0.32 0.297
H 19.2463 13.2439 7.2747 0.26 -0.01 -0.16 0.615
H 20.4121 13.2001 8.6227 0.08 0.21 -0.23 0.424
H 18.6995 12.9970 8.9070 0.38 -0.66 -0.57 -0.079
H 21.0614 11.7394 6.2701 -0.28 -0.49 0.17 0.461
H 20.9381 9.9837 6.6758 0.37 0.20 0.03 0.336
H 21.8880 11.1722 7.6981 -0.31 -0.55 -0.56 0.307
H 20.7507 7.8395 11.6875 -0.05 0.25 0.21 0.314
H 20.1468 6.5468 10.6673 0.10 0.54 -0.11 0.461
H 19.0519 7.7898 11.1575 -1.01 0.16 0.61 0.323
H 22.4259 8.7756 10.3431 -0.49 -0.64 -0.75 0.281
H 22.2169 9.0737 8.6533 0.24 0.09 -0.71 0.310
H 22.1857 7.3820 9.1979 0.19 0.14 0.07 0.544
H 18.5637 7.6846 8.5671 1.03 0.17 -0.34 0.174
H 20.1060 6.7517 8.3174 -0.43 0.78 -0.19 0.628
H 19.8751 8.3516 7.4543 -0.18 -0.64 0.53 0.258
H 22.9793 11.1229 9.8707 -0.15 -0.41 0.35 0.287
H 22.7319 12.6228 10.7713 0.13 -0.13 -0.28 0.581
H 22.0835 12.3825 9.1263 -0.10 -0.02 0.86 0.381
H 21.9805 9.8127 11.8863 0.11 -0.19 -0.11 0.308
H 20.5530 10.3556 12.7228 -0.13 0.17 -0.17 -0.003
H 22.0263 11.3527 12.6990 -0.48 -0.33 -0.22 0.489
H 19.5478 13.1246 10.5989 0.33 -0.18 0.50 0.251
H 20.8201 13.4710 11.7653 -0.01 -0.68 -0.16 0.442
H 19.5263 12.3328 12.1582 -0.18 -0.08 0.23 0.112
O 14.7003 12.5203 10.9255 0.65 0.06 -1.47 -0.486
C 15.2644 12.3086 9.8499 0.27 -1.14 0.39 -0.104
O 16.5391 11.9342 9.7095 -0.42 0.14 0.84 -0.415
C 14.5103 12.2913 8.5123 -0.11 0.30 0.41 -0.596
C 13.5588 11.0658 8.4268 -0.44 0.21 -0.45 0.021
Ge 11.6753 11.4101 8.9900 0.12 0.59 0.11 2.270
C 10.4631 10.7498 7.5878 -0.07 0.04 -0.21 -0.341
C 10.7419 10.9171 6.2278 0.05 0.30 0.33 -0.254
C 9.8374 10.5360 5.2452 -0.17 -0.17 0.61 -0.626
C 8.6041 9.9752 5.5923 0.87 0.28 0.99 -0.483
C 8.3254 9.7575 6.9507 0.61 0.97 -0.77 -0.696
C 9.2441 10.1691 7.9229 -0.06 -0.83 -0.19 -0.272
C 11.2492 13.3444 9.2689 1.11 0.19 0.65 -0.704
C 11.7949 14.0582 10.3714 -1.56 0.74 0.40 0.275
C 11.3411 15.3716 10.6868 -0.05 -1.17 -1.13 -0.770
C 10.4214 16.0044 9.8531 -0.42 -0.17 -0.53 -0.428
C 9.9724 15.3434 8.6923 0.43 -0.52 0.40 -0.546
C 10.3960 14.0263 8.4103 0.06 0.94 0.05 -0.477
C 11.1740 10.5499 10.6817 0.76 -0.54 -0.08 -0.159
C 11.6953 9.2673 11.0329 0.26 1.27 -1.61 -0.444
C 11.2583 8.6175 12.1349 -0.94 -0.67 1.47 -0.623
C 10.2880 9.2359 12.9510 -0.04 0.90 -0.43 -0.492
C 9.8467 10.5435 12.7143 0.43 -0.64 -0.87 -0.704
C 10.2987 11.2002 11.5284 -0.42 -0.47 1.38 -0.163
H 15.2266 12.3124 7.6915 0.02 -0.14 0.07 0.451
H 13.9547 13.2278 8.4871 -0.20 0.05 -0.18 0.631
H 13.9224 10.2669 9.0624 0.17 -0.27 0.09 -0.786
H 13.4867 10.6401 7.3950 0.22 0.46 0.72 0.569
H 11.6689 11.4149 5.9478 -0.06 -0.19 -0.14 0.323
H 10.1265 10.6868 4.2287 -0.10 0.06 -0.62 0.416
H 7.8907 9.7373 4.8337 -0.34 -0.22 -0.32 0.399
H 7.3592 9.3891 7.2194 -0.34 -0.41 0.29 0.400
H 9.0655 9.9052 8.9551 -0.27 0.26 0.22 0.318
H 12.3938 13.5869 11.1400 0.34 -0.26 -0.38 0.543
H 11.6651 15.8725 11.5794 0.26 0.03 0.26 0.443
H 10.0230 16.9979 10.1181 0.29 -0.56 -0.24 0.332
H 9.2687 15.8043 8.0083 0.08 0.15 0.11 0.385
H 10.1118 13.5570 7.4742 -0.36 -0.02 0.14 0.358
H 12.4386 8.8154 10.3672 -0.23 0.03 0.25 0.196
H 11.5967 7.6061 12.3971 -0.06 0.48 -0.21 0.395
H 9.8233 8.7152 13.7622 0.12 -0.37 0.47 0.384
H 9.1152 10.9666 13.4133 0.36 0.08 -0.48 0.371
H 9.9811 12.2159 11.3127 -0.11 -0.15 -0.02 0.361
```
Forces are in eV/Å.

Results
**F_max**: 2.12 eV Å⁻¹
**Energy above the lowest of the compared OMol25 structures with the same formula, charge and spin**: 0.000 eV
**DFT total energy**: -166850.657 eV
**Highest occupied orbital energy**: -8.413 eV

***

2.
A structure of composition C17H16Cl5N4OSTi. Source: the Open Molecules 2025 dataset; level of theory: wB97M-V/def2-TZVPD.

```
45
Properties=species:S:1:pos:R:3:forces:R:3:mulliken_charge:R:1
Ti -0.0617 0.7148 -0.7866 -0.59 -0.25 0.07 -0.197
C -2.5200 -1.6570 2.0218 0.01 0.01 -0.11 -1.787
C -1.6001 -0.6495 1.4068 -0.06 -0.10 0.12 0.760
N -1.5004 -0.5135 0.0307 0.19 0.13 -0.09 0.913
N -2.4990 -1.0925 -0.7126 -0.03 0.01 0.02 -0.661
C -2.4607 -1.1107 -2.0274 -0.08 0.02 0.02 0.508
N -3.5203 -1.7620 -2.6524 0.04 0.01 -0.04 -0.650
S -1.2394 -0.3547 -2.9011 0.05 -0.06 0.04 -0.426
C -0.7046 0.1219 2.0757 0.06 0.04 -0.08 0.366
C -0.4983 0.1646 3.5054 -0.01 0.05 -0.08 -1.219
C 0.3572 1.0493 4.0498 0.02 0.02 0.05 -0.327
C 1.0704 1.9607 3.1949 0.04 0.06 0.04 -1.135
C 0.9108 1.8557 1.8559 -0.16 -0.18 0.10 -0.012
N 0.1040 0.9346 1.2343 0.16 0.22 0.05 0.411
H -2.3641 -2.6504 1.5825 0.00 -0.01 0.02 0.341
H -3.5826 -1.4037 1.9035 0.00 0.01 0.01 0.310
H -2.3352 -1.7397 3.0893 -0.02 -0.01 0.01 0.361
H -3.2967 -1.4851 -0.2330 0.02 0.01 0.02 0.296
H -3.7682 -2.6493 -2.2378 0.00 -0.02 0.00 0.205
H -3.3611 -1.8457 -3.6441 0.00 -0.01 0.00 0.280
H -1.0518 -0.5112 4.1441 -0.02 -0.03 -0.04 0.165
H 0.4990 1.0772 5.1239 0.02 0.02 -0.01 0.401
H 1.7363 2.7120 3.5967 -0.01 -0.01 0.02 0.374
H 1.4478 2.5242 1.1999 0.00 -0.03 -0.06 0.185
Cl -0.1904 -3.1439 -1.1776 -0.05 -0.05 0.02 -0.188
C 1.4095 -2.4404 -1.0989 0.08 0.09 -0.01 1.426
C 1.5648 -1.0677 -0.9103 0.13 0.06 -0.06 -1.222
C 2.8967 -0.6905 -0.7424 -0.13 -0.12 -0.04 1.514
Cl 3.2405 0.9736 -0.3231 0.17 0.09 0.01 -0.208
C 3.9938 -1.5430 -0.8358 0.05 0.11 0.02 -0.836
Cl 5.6143 -0.9599 -0.6440 -0.02 -0.03 -0.01 -0.223
C 3.7768 -2.8907 -1.0884 -0.02 0.01 0.00 0.803
Cl 5.1091 -3.9814 -1.2322 0.00 -0.01 0.00 -0.219
C 2.4693 -3.3446 -1.2034 -0.05 -0.08 -0.01 -0.727
Cl 2.1950 -5.0361 -1.4741 0.02 0.02 0.01 -0.222
C 1.0393 3.9493 -1.3844 0.09 -0.01 -0.03 -1.325
C 0.7535 2.4897 -1.3170 0.07 -0.04 -0.01 0.786
O 0.9363 1.7539 -2.3008 0.10 0.07 -0.04 -0.510
H 1.7765 4.1670 -2.1597 -0.01 0.03 0.01 0.367
H 1.3642 4.3333 -0.4183 -0.01 0.01 0.00 0.268
H 0.0960 4.4382 -1.6408 -0.01 0.00 0.03 0.327
C -1.7187 2.1630 -1.1749 0.03 -0.17 -0.01 -1.321
H -1.6857 2.6135 -2.1726 -0.03 0.05 0.02 0.364
H -1.7624 2.9501 -0.4147 0.03 0.01 0.01 0.250
H -2.6397 1.5769 -1.1067 -0.04 0.05 0.00 0.435
```
Forces are in eV/Å.

Results
**F_max**: 0.64 eV Å⁻¹
**Energy above the lowest of the compared OMol25 structures with the same formula, charge and spin**: 0.012 eV
**DFT total energy**: -122460.188 eV
**Total charge**: -1
**Highest occupied orbital energy**: -2.572 eV

***

3.
A structure of composition C36H46B2BaF4N9O8. Source: the Open Molecules 2025 dataset; level of theory: wB97M-V/def2-TZVPD.

```
106
Properties=species:S:1:pos:R:3:forces:R:3:mulliken_charge:R:1
Ba 0.7732 -1.7912 1.3772 0.48 0.08 0.35 2.272
C -3.1546 -1.0605 -1.5408 0.05 -0.16 -0.11 -1.657
C -1.6959 -1.0408 -1.2304 -0.09 0.31 -0.15 -0.716
N -1.1781 -1.0617 -0.0927 0.54 -0.56 1.11 0.594
O -1.8326 -1.2083 1.1095 -0.53 -0.08 -0.15 -0.443
B -2.5648 -2.4434 1.6722 0.02 -0.09 0.06 0.459
F -2.2173 -2.3226 3.0264 0.01 -0.06 0.00 -0.366
F -3.9113 -2.3385 1.4288 0.02 -0.04 0.03 -0.315
O -2.1421 -3.7815 1.1630 0.00 -0.03 -0.13 -0.425
N -0.7935 -3.9280 1.0996 0.18 0.36 -0.03 0.631
C -0.3048 -5.0601 0.7643 -0.05 0.11 -0.32 -0.342
C -1.1326 -6.2891 0.5621 0.05 -0.01 -0.02 -1.461
C 1.1567 -4.9994 0.3623 -0.15 -0.12 0.04 0.696
N 1.4429 -3.8926 -0.2076 -0.28 0.42 0.04 -0.278
O 2.7034 -3.6306 -0.6515 -0.01 -0.23 0.16 -0.521
B 2.7159 -2.2820 -1.2969 -0.11 0.27 -0.22 0.803
F 2.7471 -1.2233 -0.2776 0.26 -0.46 0.27 -0.503
F 3.8603 -2.1523 -2.0466 -0.02 -0.21 0.06 -0.312
O 1.4940 -2.0889 -2.0890 -0.13 0.31 -0.19 -0.845
N 0.7988 -0.9107 -1.7731 0.04 -0.26 0.32 0.941
C -0.5973 -0.8149 -2.2642 -0.06 0.17 -0.07 0.789
C -0.8657 -1.6582 -3.5026 0.01 0.10 -0.03 -1.874
C 2.0960 -6.1404 0.5734 0.04 0.01 -0.05 -1.344
H -3.7214 -0.8517 -0.6357 0.02 -0.01 0.02 0.470
H -3.4604 -2.0439 -1.9036 0.01 0.00 -0.02 0.290
H -3.3816 -0.3264 -2.3143 0.00 0.00 0.01 0.326
H -1.3743 -6.7522 1.5207 0.01 -0.01 0.00 0.278
H -0.6223 -7.0203 -0.0613 -0.01 0.01 0.01 0.457
H -2.0764 -6.0090 0.0959 0.00 0.01 0.00 0.363
H -0.0876 -1.5323 -4.2500 0.00 -0.03 -0.01 0.312
H -1.8374 -1.4220 -3.9383 0.00 0.00 0.01 0.411
H -0.8658 -2.7048 -3.1975 0.01 0.00 0.01 0.397
H 2.5361 -6.0744 1.5718 0.00 -0.01 0.00 0.226
H 2.9036 -6.0972 -0.1545 0.00 0.00 0.00 0.346
H 1.5854 -7.0993 0.4999 0.00 0.01 0.00 0.403
C -3.7909 4.9328 -5.3455 0.01 0.03 0.00 -1.043
O -2.7983 4.5057 -4.4185 -0.01 0.04 0.01 -0.194
C -2.1700 5.4645 -3.6936 -0.05 0.00 -0.01 0.424
C -2.4191 6.8277 -3.7990 0.05 0.01 0.04 -0.568
C -1.7091 7.7231 -3.0092 -0.01 -0.03 -0.02 -0.716
C -0.7380 7.2760 -2.1283 0.00 0.01 -0.01 -0.892
C -0.4764 5.9176 -2.0361 0.06 -0.01 0.01 0.167
C -1.2000 5.0098 -2.7927 -0.09 -0.01 0.01 -0.154
N -0.9404 3.6101 -2.7291 0.06 -0.06 0.02 0.434
C -0.9522 2.8795 -1.6000 -0.44 0.54 -0.12 0.413
N -1.3680 3.5363 -0.4830 -0.12 0.02 -0.26 0.183
C -0.9689 2.9740 0.6747 0.31 -0.35 0.85 -0.205
C -0.0301 1.9758 0.6851 -0.97 -0.08 -0.88 0.534
C 0.4824 1.3483 1.8259 -0.70 0.30 -0.74 -1.754
C -0.1618 1.7555 2.9951 0.81 -0.07 -0.04 -0.798
C -1.1800 2.6980 3.0525 -0.10 0.09 0.16 -0.925
C -1.5445 3.3666 1.9137 -0.07 -0.05 -0.17 1.120
O -2.4957 4.3000 1.7982 -0.10 0.15 -0.08 -0.452
C -3.3518 4.5302 2.9234 0.08 -0.03 0.00 -0.952
N -0.6295 1.6263 -1.3873 0.83 -0.03 0.51 -0.247
C -0.2583 0.7239 -2.5122 0.00 -0.05 0.10 3.297
C 1.2202 0.3153 -2.4724 0.13 -0.08 -0.03 -0.431
C 1.9066 0.2067 -3.8023 0.00 0.02 0.12 -1.548
C 1.3332 0.6466 -4.9175 -0.08 0.07 -0.03 -1.161
C -0.0675 1.0955 -4.9570 0.19 -0.02 -0.07 -0.108
C -0.8120 1.1194 -3.8508 -0.18 0.06 0.14 -2.300
O -2.1562 1.3444 -3.7783 0.08 -0.12 -0.10 -0.153
C -2.8437 1.4636 -5.0187 0.03 -0.05 -0.01 -1.071
H -4.1803 4.0319 -5.8095 0.00 -0.01 0.00 0.251
H -3.3589 5.5787 -6.1119 0.00 0.00 0.00 0.426
H -4.6024 5.4551 -4.8362 0.00 -0.01 0.01 0.424
H -3.1624 7.1972 -4.4889 0.00 0.01 0.00 0.398
H -1.9138 8.7814 -3.0979 0.00 0.00 0.00 0.412
H -0.1707 7.9774 -1.5331 0.00 0.00 0.00 0.409
H 0.3070 5.5516 -1.3835 -0.01 0.01 0.01 0.501
H -0.9117 3.1168 -3.6080 0.12 0.08 -0.01 0.272
H -1.9269 4.3747 -0.5072 0.09 0.05 -0.03 0.440
H 1.4293 0.8412 1.9383 -0.03 -0.08 -0.43 1.490
H 0.2887 1.4407 3.9288 -0.05 -0.10 0.00 0.544
H -1.6198 2.9466 4.0066 -0.01 -0.02 -0.01 0.476
H -2.7883 4.9714 3.7457 0.00 0.00 0.01 0.353
H -3.8168 3.5954 3.2375 -0.01 0.00 0.01 0.432
H -4.1092 5.2271 2.5831 0.00 0.01 -0.01 0.253
H 1.8388 0.9442 -1.8220 -0.01 0.00 0.02 0.423
H 2.9208 -0.1712 -3.7932 -0.01 -0.02 -0.01 0.522
H 1.8757 0.6233 -5.8536 -0.02 0.02 -0.01 0.416
H -0.5104 1.2956 -5.9224 -0.01 -0.04 -0.01 0.435
H -3.8915 1.6079 -4.7724 0.00 0.00 0.01 0.337
H -2.7185 0.5534 -5.6092 -0.01 -0.01 0.00 0.424
H -2.4777 2.3219 -5.5858 -0.01 -0.03 0.01 0.375
C 5.0093 -1.6394 3.2668 0.01 -0.02 0.02 -1.092
N 4.3679 -2.1873 4.4511 0.01 0.01 0.00 0.291
C 5.2481 -2.4694 5.5775 0.00 -0.01 -0.03 -0.660
C 4.4527 -2.5878 6.8581 0.00 0.02 0.02 -0.702
C 3.3165 -3.5626 6.6408 -0.01 -0.02 -0.02 -0.628
N 2.5145 -3.1430 5.5007 -0.01 0.07 0.02 0.310
C 1.1359 -3.6008 5.4742 0.02 -0.02 0.01 -1.109
C 3.0538 -2.5149 4.4263 0.01 -0.11 -0.08 0.282
O 2.3538 -2.2452 3.4248 -0.09 0.12 0.04 -0.557
H 5.2907 -0.5960 3.4262 0.00 0.00 0.00 0.319
H 4.3452 -1.7061 2.4127 -0.01 0.00 0.00 0.234
H 5.9130 -2.2112 3.0493 0.00 0.00 0.00 0.362
H 5.9731 -1.6569 5.6459 0.00 0.00 0.00 0.377
H 5.8095 -3.3910 5.3867 0.01 0.00 0.00 0.319
H 4.0464 -1.6124 7.1347 0.01 0.00 0.01 0.297
H 5.0961 -2.9281 7.6684 0.00 0.00 0.00 0.368
H 2.6613 -3.5959 7.5116 0.00 0.00 0.00 0.366
H 3.7023 -4.5766 6.4833 -0.01 0.00 0.00 0.306
H 0.6264 -3.2836 6.3849 0.00 0.00 0.00 0.347
H 1.0909 -4.6912 5.4147 0.00 0.00 0.00 0.332
H 0.6161 -3.1837 4.6202 0.00 0.01 0.00 0.266
```
Forces are in eV/Å.

Results
**F_max**: 1.36 eV Å⁻¹
**Energy above the lowest of the compared OMol25 structures with the same formula, charge and spin**: 6.524 eV
**DFT total energy**: -80784.128 eV
**Total charge**: +1
**Highest occupied orbital energy**: -10.186 eV